[1]
ORCA calculation (ωB97M-V/def2-TZVPD) on a molecular structure, C19H21N3O5.

Values from the calculation:
Kohn-Sham gap = 8.36 eV
E_HOMO = -0.2865 hartree
Relative energy (zero: lowest compared OMol25 entry of this formula, charge and spin) = 501.8 kcal/mol
DFT total energy = -34733.00532 eV

The geometry in ORCA input format:
```
! wB97M-V def2-TZVPD RIJCOSX def2/J DEFGRID3
* xyz 0 1
C -4.9361 -2.2176 0.7792
H -4.4678 -2.4106 -0.3157
H -4.0838 -2.4878 1.3746
H -5.8507 -2.8106 0.8147
C -5.2278 -0.9044 0.7273
N -4.1153 -0.0146 0.7241
C -3.9250 0.4731 -0.3981
O -4.6503 0.4852 -1.5987
C -2.6190 1.3711 -0.8247
C -1.5801 1.0357 -1.6968
O -0.6589 2.1538 -1.5607
C -1.0002 2.8974 -0.6781
C -2.0668 2.3017 -0.1277
H -2.5607 3.0860 0.8211
H -0.1957 3.5581 -0.4908
C -1.6328 -0.0130 -2.5971
H -0.9595 -1.0034 -2.3114
H -2.6102 -0.3537 -2.8808
H -0.9699 0.5085 -3.6802
C -3.0836 0.1133 1.8294
C -1.7682 -0.3573 1.1055
N -0.7029 0.3186 1.5747
C 0.2891 -0.4091 0.7338
N -0.3591 -1.4653 0.2320
O -1.6147 -1.2499 0.1565
C 1.7830 -0.1876 0.5661
C 2.2210 0.7188 1.2217
C 3.5931 1.3731 1.0794
C 4.3239 0.3794 0.4669
C 3.9156 -0.7616 -0.2389
C 2.5510 -0.9107 -0.2440
H 2.0725 -1.9009 -0.8104
O 4.8154 -1.4010 -1.0075
C 4.3066 -2.7066 -1.7405
H 3.8847 -3.3938 -1.0296
H 3.6147 -2.1171 -2.4292
H 5.2326 -2.9822 -2.3891
O 5.7304 0.6485 0.4507
C 6.3046 1.7830 0.8302
H 6.1158 1.8089 1.9984
H 5.9680 2.6032 0.6225
H 7.2366 1.7774 0.7777
H 3.8396 2.0389 1.6508
H 1.5012 1.3816 1.8360
H -3.0376 1.1144 2.0990
H -3.2135 -0.7015 2.4750
H -5.9000 -0.5014 0.1822
H -5.5089 -0.6677 1.9205
*
```

Results of the Löwdin charge analysis, in e, for atoms 1 through 2:
1. C -0.10
2. H 0.15

---

[2]
ORCA calculation (ωB97M-V/def2-TZVPD) on C19H21N3OS3 in the gas phase.

Values from the calculation:
Kohn-Sham gap = 8.32 eV
E_HOMO = -0.2847 hartree
Structure (SMILES) = C=CCn1c(SCc2csc(C)n2)nc2sc3c(c2c1=O)CCCCC3
Relative energy (zero: lowest compared OMol25 entry of this formula, charge and spin) = 0.0 kcal/mol
DFT total energy = -59068.17535 eV

The geometry in ORCA input format:
```
! wB97M-V def2-TZVPD RIJCOSX def2/J DEFGRID3
* xyz 0 1
C -3.9278 -4.2952 0.5820
C -2.6675 -3.9675 0.3752
C -2.1968 -3.1235 -0.7704
N -1.4483 -1.9689 -0.2969
C -2.0919 -0.8796 0.1927
S -3.8395 -0.8357 0.1040
C -4.1542 0.8438 0.7429
C -3.3779 1.8927 0.0282
C -3.1741 1.9900 -1.3136
S -2.1574 3.3292 -1.6732
C -2.0934 3.6780 0.0512
C -1.2950 4.8076 0.5747
N -2.7703 2.8603 0.7655
N -1.5056 0.1602 0.6884
C -0.1649 0.1557 0.6737
S 0.7796 1.4794 1.2425
C 2.2498 0.6252 0.8282
C 2.0156 -0.5970 0.2802
C 0.6203 -0.8800 0.1829
C -0.0360 -2.0545 -0.3298
O 0.4918 -3.0566 -0.7725
C 3.1013 -1.5160 -0.1814
C 3.9798 -0.8863 -1.2663
C 4.9913 0.1302 -0.7379
C 4.3812 1.4323 -0.2221
C 3.5741 1.2626 1.0702
H -4.2242 -4.9157 1.4098
H -4.7134 -3.9585 -0.0738
H -1.8829 -4.3034 1.0399
H -3.0398 -2.7814 -1.3763
H -1.4982 -3.6995 -1.3877
H -3.8878 0.8637 1.7983
H -5.2309 0.9761 0.6246
H -3.5385 1.3532 -2.0941
H -0.2328 4.5740 0.5016
H -1.5465 4.9680 1.6192
H -1.4863 5.7136 0.0031
H 2.6350 -2.4201 -0.5719
H 3.7281 -1.7952 0.6706
H 3.3426 -0.4134 -2.0167
H 4.5328 -1.6877 -1.7613
H 5.5775 -0.3309 0.0611
H 5.6822 0.3770 -1.5483
H 3.7409 1.8680 -0.9919
H 5.1929 2.1369 -0.0265
H 3.4144 2.2390 1.5306
H 4.1506 0.6504 1.7711
*
```

Results of the Löwdin charge analysis, in e, for atoms 1 through 2:
1. C 0.00
2. C -0.17

---

[3]
ORCA calculation (ωB97M-V/def2-TZVPD) on a molecular structure, C19H21N6OPdS2.

Values from the calculation:
Kohn-Sham gap = 7.89 eV
E_HOMO = -0.3955 hartree
Relative energy (zero: lowest compared OMol25 entry of this formula, charge and spin) = 20.9 kcal/mol
DFT total energy = -56175.40099 eV

The geometry in ORCA input format:
```
! wB97M-V def2-TZVPD RIJCOSX def2/J DEFGRID3
* xyz 1 1
Pd -0.4295 -0.1807 0.3776
N -0.0497 3.6363 -1.7570
C 0.3809 2.6133 -0.9556
S -0.7929 2.0877 0.2861
N 1.5539 2.1165 -1.1144
N 1.7366 1.0474 -0.2602
C 2.4053 1.2638 0.7927
C 2.1931 0.3081 1.8923
C 3.1336 0.0788 2.8862
C 2.8200 -0.7590 3.9401
C 1.5612 -1.3408 3.9799
C 0.6690 -1.0624 2.9628
N 0.9683 -0.2491 1.9436
H -0.8215 4.1849 -1.4182
H 0.6761 4.1512 -2.2320
H 2.9662 2.1799 0.9711
H 4.1007 0.5573 2.8152
H 3.5415 -0.9519 4.7223
H 1.2624 -1.9886 4.7913
H -0.3235 -1.4905 2.9557
O -0.2561 -2.2835 0.4994
S -0.3933 -3.1847 -0.7298
C -1.5066 -4.4785 -0.2427
C -2.4732 -4.8755 -1.1512
C -3.3399 -5.9028 -0.8014
C -3.2365 -6.4975 0.4464
C -2.2680 -6.0775 1.3533
C -1.3898 -5.0655 1.0098
C 1.1391 -4.0944 -0.7496
C 2.0431 -3.9576 0.2900
C 3.2229 -4.6868 0.2430
C 3.4809 -5.5294 -0.8288
C 2.5672 -5.6454 -1.8684
C 1.3877 -4.9197 -1.8368
H -2.5529 -4.3851 -2.1132
H -4.0978 -6.2303 -1.4997
H -3.9152 -7.2944 0.7191
H -2.1954 -6.5483 2.3242
H -0.6228 -4.7329 1.6978
H 1.8271 -3.2846 1.1090
H 3.9436 -4.5937 1.0442
H 4.4031 -6.0938 -0.8589
H 2.7763 -6.2952 -2.7071
H 0.6714 -4.9988 -2.6461
N -2.8553 -1.2533 -0.8752
N -1.8361 -0.2709 -1.1210
H -3.6531 -1.0729 -1.4773
H -3.1558 -1.1439 0.0862
H -2.1967 0.6787 -1.2277
H -1.3654 -0.5304 -1.9846
*
```

Results of the Löwdin charge analysis, in e, for atoms 1 through 2:
1. Pd 0.71
2. N 0.06

---

no.,LUMO level (eV)
1,0.5612
2,0.5775
3,-2.8681